[1]
A single C16H30O3 molecule in a non-equilibrium geometry. Source: the Open Molecules 2025 dataset; level of theory: ωB97M-V with the def2-TZVPD basis set.

Each line ends with the Mulliken charge.
Cartesian coordinates (Å):
C  1.46  2.81  1.91  -1.333
C  0.99  1.35  2.05  0.193
C  -0.53  1.16  1.85  -1.273
C  -0.93  0.70  0.44  0.459
C  -2.44  0.36  0.44  0.316
C  -3.03  -0.29  -0.85  -0.152
C  -3.87  -1.56  -0.56  -1.305
C  -2.97  1.81  0.33  -0.306
O  -3.79  2.36  0.91  -0.539
O  -2.25  2.32  -0.73  -0.472
C  -0.89  1.96  -0.46  0.278
C  0.04  2.04  -1.68  -1.334
C  0.42  0.71  -2.34  -0.607
C  1.74  0.07  -1.89  -0.440
C  1.76  -1.46  -2.22  -0.824
C  2.39  -2.37  -1.17  -0.700
O  1.53  -2.77  -0.13  -0.405
C  1.71  -2.11  1.11  0.556
C  1.85  -3.08  2.26  -1.461
H  2.48  2.94  2.26  0.401
H  0.75  3.49  2.39  0.341
H  1.45  3.07  0.86  0.224
H  1.50  0.81  1.26  -0.297
H  1.34  0.93  2.99  0.412
H  -0.85  0.41  2.57  0.486
H  -1.03  2.08  2.12  0.565
H  -0.45  -0.21  0.08  0.104
H  -2.84  -0.13  1.32  0.739
H  -2.21  -0.61  -1.50  -0.280
H  -3.67  0.41  -1.35  0.505
H  -4.79  -1.49  -1.14  0.335
H  -3.37  -2.45  -0.91  0.347
H  -4.17  -1.65  0.48  0.342
H  -0.55  2.78  0.17  0.385
H  0.90  2.65  -1.40  0.295
H  -0.51  2.62  -2.43  0.437
H  0.54  0.93  -3.40  0.606
H  -0.40  -0.01  -2.28  0.045
H  1.99  0.27  -0.85  0.130
H  2.53  0.51  -2.49  0.515
H  0.75  -1.76  -2.48  0.354
H  2.36  -1.58  -3.12  0.448
H  2.67  -3.29  -1.70  0.409
H  3.33  -1.93  -0.83  0.383
H  2.57  -1.44  1.13  0.266
H  0.81  -1.52  1.30  -0.221
H  2.00  -2.47  3.15  0.376
H  0.96  -3.68  2.41  0.327
H  2.73  -3.71  2.12  0.370

SMILES: CCC[C@H]1[C@H](CC)C(=O)O[C@@H]1CCCCCOCC
LUMO energy: 0.82 eV
E: -853.3179 Ha

***

[2]
A 2-piece molecular cluster, C5H15N2OS overall in a non-equilibrium geometry. Source: the Open Molecules 2025 dataset; level of theory: ωB97M-V with the def2-TZVPD basis set.

Each line ends with the Mulliken charge.
Cartesian coordinates (Å):
C  0.07  0.94  1.10  0.156
N  -1.12  0.17  1.64  -0.550
C  -1.39  -0.92  0.69  -0.407
C  -2.24  -0.61  -0.66  -0.652
S  -2.81  1.19  -0.63  -0.677
C  1.40  0.40  1.56  -0.863
N  2.39  0.02  0.54  -0.477
C  2.04  -1.11  -0.42  -0.775
H  0.13  0.80  -0.02  -0.194
H  -0.17  1.95  1.38  0.435
H  -1.86  0.90  1.59  0.260
H  -0.45  -1.39  0.41  0.000
H  -2.02  -1.61  1.25  0.376
H  -2.96  -1.45  -0.63  0.340
H  -1.59  -0.91  -1.51  0.220
H  1.92  1.14  2.15  0.303
H  1.32  -0.47  2.22  0.414
H  2.37  0.79  -0.14  0.292
H  2.08  -1.98  0.25  0.317
H  1.08  -1.02  -0.93  0.208
H  2.74  -1.08  -1.25  0.345
H  0.40  1.52  -2.51  0.286
H  -1.11  1.46  -2.88  0.297
O  -0.22  1.26  -3.18  -0.652

Energy relative to the best compared isomer or geometry (same formula, charge and spin): 38.3 kcal/mol
Charge: -1
LUMO energy: 3.55 eV
E: -782.4251 Ha